No. 1
Entry from the OMol25 dataset: one molecule with the formula C4H9NO2 in a non-equilibrium geometry (ωB97M-V with the def2-TZVPD basis set).

- HOMO energy: -0.368 Eh
- SMILES string: C/N=C\OCCO
- Energy above the lowest of the compared OMol25 structures with the same formula, charge and spin: 3.740 eV
- Largest force on an atom: 2.30 eV/A
- Frontier orbital gap: 10.91 eV
- LUMO energy: 0.91 eV

Last column: Mulliken charge in e.
Atoms and positions in Å:
1 C -1.435 -0.870 1.171  -0.703
2 N -1.018 0.679 1.466  -0.573
3 C 0.214 0.743 1.202  0.032
4 O 0.787 -0.415 0.792  -0.355
5 C 1.118 -0.585 -0.571  -0.426
6 C 0.504 0.416 -1.545  -0.430
7 O -0.904 0.380 -1.599  -0.550
8 H -2.286 -0.726 0.530  0.362
9 H -0.877 -1.732 0.705  0.180
10 H -1.651 -1.204 2.176  0.378
11 H 0.934 1.563 1.308  0.434
12 H 2.206 -0.526 -0.589  0.291
13 H 0.806 -1.601 -0.853  0.294
14 H 0.869 1.430 -1.323  0.309
15 H 0.860 0.152 -2.547  0.380
16 H -1.238 0.854 -0.824  0.378


No. 2
Entry from the OMol25 dataset: one molecule with the formula C4H9NO2 (ωB97M-V with the def2-TZVPD basis set).

- HOMO energy: -0.368 Eh
- SMILES string: C[C@@H](CO)NC=O
- Energy above the lowest of the compared OMol25 structures with the same formula, charge and spin: 0.887 eV
- Largest force on an atom: 0.44 eV/A
- Frontier orbital gap: 10.72 eV
- LUMO energy: 0.70 eV

Last column: Mulliken charge in e.
Atoms and positions in Å:
1 C -1.099 1.288 -0.555  -1.350
2 C -0.340 0.427 0.455  0.444
3 C -0.891 -1.009 0.452  -0.784
4 O -0.104 -1.925 1.155  -0.581
5 N 1.103 0.526 0.189  -0.131
6 C 1.908 -0.315 -0.493  0.034
7 O 1.633 -1.439 -0.894  -0.638
8 H -0.784 2.335 -0.502  0.364
9 H -2.179 1.248 -0.380  0.340
10 H -0.901 0.924 -1.570  0.346
11 H -0.475 0.829 1.467  0.232
12 H -1.868 -0.971 0.948  0.414
13 H -1.061 -1.328 -0.587  0.316
14 H 0.627 -2.134 0.546  0.367
15 H 1.519 1.417 0.426  0.263
16 H 2.910 0.124 -0.656  0.364


No. 3
Entry from the OMol25 dataset: one molecule with the formula C4H9NO2 in a non-equilibrium geometry (ωB97M-V with the def2-TZVPD basis set).

- HOMO energy: -0.340 Eh
- SMILES string: N[C@@H](CO)CC=O
- Energy above the lowest of the compared OMol25 structures with the same formula, charge and spin: 3.129 eV
- Largest force on an atom: 4.52 eV/A
- Frontier orbital gap: 9.91 eV
- LUMO energy: 0.65 eV

Last column: Mulliken charge in e.
Atoms and positions in Å:
1 N -0.130 -0.257 -1.504  -0.639
2 C 0.344 0.376 -0.169  -0.188
3 C -0.154 1.845 -0.167  -0.679
4 O -0.271 2.278 -1.555  -0.535
5 C -0.409 -0.488 0.961  -0.537
6 C 0.312 -1.745 1.113  -0.088
7 O 0.399 -2.616 1.891  -0.436
8 H 0.140 0.244 -2.332  0.273
9 H -1.074 -0.178 -1.515  0.225
10 H 1.394 0.243 -0.206  0.516
11 H 0.494 2.443 0.427  0.353
12 H -1.139 1.793 0.167  0.327
13 H 0.509 2.673 -1.819  0.296
14 H -0.479 -0.030 1.909  0.330
15 H -1.371 -0.581 0.568  0.394
16 H 0.855 -2.040 0.224  0.390


No. 4
Entry from the OMol25 dataset: one molecule with the formula C4H9NO2 in a non-equilibrium geometry (ωB97M-V with the def2-TZVPD basis set).

- HOMO energy: -0.355 Eh
- SMILES string: C[C@@H](O)CC(N)=O
- Energy above the lowest of the compared OMol25 structures with the same formula, charge and spin: 0.781 eV
- Largest force on an atom: 1.86 eV/A
- Frontier orbital gap: 10.45 eV
- LUMO energy: 0.80 eV

Last column: Mulliken charge in e.
Atoms and positions in Å:
1 C -2.016 -0.293 -0.524  -1.531
2 C -0.539 0.213 -0.497  0.582
3 O -0.566 1.487 0.141  -0.542
4 C 0.358 -0.766 0.260  -0.696
5 C 1.860 -0.484 0.287  0.380
6 N 2.204 0.767 0.696  -0.343
7 O 2.677 -1.347 0.016  -0.630
8 H -2.402 -0.620 0.459  0.393
9 H -2.043 -1.129 -1.215  0.390
10 H -2.751 0.448 -0.896  0.469
11 H -0.198 0.342 -1.535  0.187
12 H -1.519 1.439 0.255  0.321
13 H 0.010 -0.807 1.303  0.270
14 H 0.243 -1.755 -0.188  0.287
15 H 3.183 1.019 0.657  0.233
16 H 1.500 1.487 0.781  0.230


No. 5
Entry from the OMol25 dataset: one molecule with the formula C4H9NO2 in a non-equilibrium geometry (ωB97M-V with the def2-TZVPD basis set).

- HOMO energy: -0.352 Eh
- SMILES string: C[C@@H](O)CNC=O
- Energy above the lowest of the compared OMol25 structures with the same formula, charge and spin: 1.291 eV
- Largest force on an atom: 2.59 eV/A
- Frontier orbital gap: 10.41 eV
- LUMO energy: 0.84 eV

Last column: Mulliken charge in e.
Atoms and positions in Å:
1 C 1.598 -1.089 1.005  -1.380
2 C 0.287 -0.752 0.287  0.511
3 O -0.765 -0.928 1.280  -0.563
4 C 0.048 0.728 -0.059  -0.758
5 N -1.236 0.859 -0.709  -0.113
6 C -1.339 1.341 -1.996  0.013
7 O -0.352 1.515 -2.694  -0.561
8 H 1.476 -1.822 1.799  0.398
9 H 1.970 -0.224 1.566  0.335
10 H 2.359 -1.343 0.283  0.337
11 H 0.146 -1.429 -0.546  0.264
12 H -0.611 -1.421 2.070  0.263
13 H -0.005 1.233 0.909  0.265
14 H 0.815 1.188 -0.673  0.382
15 H -2.046 0.557 -0.190  0.237
16 H -2.343 1.587 -2.333  0.370


No. 6
Entry from the OMol25 dataset: a 2-piece molecular cluster, C4H9NO2 overall in a non-equilibrium geometry (ωB97M-V with the def2-TZVPD basis set).

- HOMO energy: -0.363 Eh
- SMILES string: C/C=N/C(=O)O.C
- Energy above the lowest of the compared OMol25 structures with the same formula, charge and spin: 2.552 eV
- Largest force on an atom: 4.00 eV/A
- Frontier orbital gap: 10.57 eV
- LUMO energy: 0.70 eV

Last column: Mulliken charge in e.
Atoms and positions in Å:
1 C 3.162 0.525 0.574  -1.166
2 C 2.344 -0.393 -0.195  0.218
3 N 1.199 -0.112 -0.537  -0.226
4 C 0.079 -0.682 -1.062  0.594
5 O -0.631 -1.325 -0.312  -0.549
6 O -0.200 -0.138 -2.225  -0.450
7 H 3.766 1.031 -0.062  0.361
8 H 3.900 0.091 1.322  0.311
9 H 2.578 1.379 0.980  0.314
10 H 3.089 -1.167 -0.678  0.232
11 H -1.168 -0.184 -2.346  0.367
12 C -3.600 0.160 0.953  -0.759
13 H -3.329 -0.288 1.876  0.222
14 H -3.842 1.250 1.074  0.254
15 H -2.752 0.002 0.089  0.033
16 H -4.595 -0.148 0.548  0.246


No. 7
Entry from the OMol25 dataset: a 2-piece molecular cluster, C4H9NO2 overall (ωB97M-V with the def2-TZVPD basis set).

- HOMO energy: -0.301 Eh
- Energy above the lowest of the compared OMol25 structures with the same formula, charge and spin: 3.416 eV
- Largest force on an atom: 0.52 eV/A
- Frontier orbital gap: 9.00 eV
- LUMO energy: 0.80 eV

Last column: Mulliken charge in e.
Atoms and positions in Å:
1 C -1.034 1.777 -0.589  -1.310
2 C -0.138 0.830 0.191  0.466
3 C -1.454 -2.190 0.553  -0.465
4 O -0.424 -2.750 1.111  -0.350
5 N 1.180 0.724 -0.428  -0.098
6 C 1.994 -0.331 -0.285  0.029
7 O 1.749 -1.359 0.339  -0.665
8 H -0.613 2.788 -0.658  0.369
9 H -2.004 1.855 -0.087  0.338
10 H -1.209 1.398 -1.601  0.335
11 H -0.026 1.164 1.231  0.227
12 H -2.312 -2.824 0.892  0.117
13 H -0.597 -0.167 0.198  -0.138
14 H 0.386 -2.233 0.859  0.578
15 H 1.538 1.522 -0.933  0.224
16 H 2.964 -0.203 -0.794  0.343


No. 8
Entry from the OMol25 dataset: one molecule with the formula C4H9NO2 in a non-equilibrium geometry (ωB97M-V with the def2-TZVPD basis set).

- HOMO energy: -0.350 Eh
- SMILES string: COCCNC=O
- Energy above the lowest of the compared OMol25 structures with the same formula, charge and spin: 2.418 eV
- Largest force on an atom: 1.87 eV/A
- Frontier orbital gap: 10.45 eV
- LUMO energy: 0.92 eV

Last column: Mulliken charge in e.
Atoms and positions in Å:
1 C -2.376 0.243 0.924  -0.749
2 O -1.235 -0.399 0.453  -0.287
3 C -0.654 0.291 -0.608  -0.425
4 C 0.604 -0.430 -0.916  -0.499
5 N 1.457 -0.446 0.441  -0.151
6 C 2.711 -0.107 0.115  -0.002
7 O 2.967 0.178 -1.041  -0.586
8 H -2.133 1.248 1.299  0.321
9 H -3.128 0.336 0.127  0.287
10 H -2.765 -0.373 1.734  0.236
11 H -0.391 1.331 -0.333  0.298
12 H -1.327 0.351 -1.482  0.358
13 H 1.015 0.060 -1.833  0.321
14 H 0.498 -1.478 -1.190  0.310
15 H 1.257 -0.718 1.427  0.203
16 H 3.502 -0.087 0.884  0.365


No. 9
Entry from the OMol25 dataset: one molecule with the formula C4H9NO2 in a non-equilibrium geometry (ωB97M-V with the def2-TZVPD basis set).

- HOMO energy: -0.337 Eh
- SMILES string: C/N=C/OCCO
- Energy above the lowest of the compared OMol25 structures with the same formula, charge and spin: 2.659 eV
- Largest force on an atom: 1.97 eV/A
- Frontier orbital gap: 10.06 eV
- LUMO energy: 0.88 eV

Last column: Mulliken charge in e.
Atoms and positions in Å:
1 C 2.144 -0.400 -1.206  -0.916
2 N 0.980 -0.043 -0.433  -0.256
3 C 0.997 0.845 0.483  0.213
4 O -0.054 1.182 1.212  -0.363
5 C -1.486 0.732 0.777  -0.665
6 C -1.856 -0.715 0.544  -0.170
7 O -1.156 -1.344 -0.455  -0.679
8 H 2.391 -1.455 -1.036  0.295
9 H 1.927 -0.279 -2.273  0.287
10 H 3.011 0.215 -0.949  0.334
11 H 1.933 1.379 0.701  0.331
12 H -2.118 1.122 1.582  0.312
13 H -1.645 1.260 -0.169  0.356
14 H -1.983 -1.307 1.474  0.254
15 H -2.906 -0.390 0.281  0.220
16 H -0.178 -0.801 -0.533  0.447


No. 10
Entry from the OMol25 dataset: one molecule with the formula C4H9NO2 in a non-equilibrium geometry (ωB97M-V with the def2-TZVPD basis set).

- HOMO energy: -0.350 Eh
- SMILES string: N[C@@H](C=O)CCO
- Energy above the lowest of the compared OMol25 structures with the same formula, charge and spin: 3.300 eV
- Largest force on an atom: 5.20 eV/A
- Frontier orbital gap: 10.20 eV
- LUMO energy: 0.69 eV

Last column: Mulliken charge in e.
Atoms and positions in Å:
1 N 0.091 0.178 1.966  -0.622
2 C 0.539 0.472 0.666  0.184
3 C 1.874 -0.056 0.185  -0.005
4 O 2.416 -1.021 0.656  -0.537
5 C -0.059 -0.430 -0.709  -1.220
6 C -1.561 -0.135 -0.779  -0.350
7 O -1.998 1.028 -1.530  -0.473
8 H 0.872 0.309 2.604  0.306
9 H -0.142 -0.794 2.088  0.264
10 H 0.421 1.462 0.223  0.293
11 H 2.210 0.438 -0.748  0.391
12 H 0.456 -0.349 -1.656  0.470
13 H -0.062 -1.388 -0.192  0.391
14 H -1.939 -1.004 -1.332  0.288
15 H -1.982 -0.106 0.224  0.301
16 H -1.135 1.396 -1.667  0.318


No. 11
Entry from the OMol25 dataset: one molecule with the formula C4H9NO2 (ωB97M-V with the def2-TZVPD basis set).

- HOMO energy: -0.332 Eh
- SMILES string: CNCC(=O)OC
- Energy above the lowest of the compared OMol25 structures with the same formula, charge and spin: 1.656 eV
- Largest force on an atom: 0.64 eV/A
- Frontier orbital gap: 9.84 eV
- LUMO energy: 0.81 eV

Last column: Mulliken charge in e.
Atoms and positions in Å:
1 C -2.548 0.242 0.009  -0.825
2 N -1.496 -0.762 -0.063  -0.400
3 C -0.192 -0.311 0.363  -0.501
4 C 0.565 0.478 -0.715  0.670
5 O -0.001 0.929 -1.680  -0.548
6 O 1.882 0.738 -0.559  -0.353
7 C 2.734 -0.069 0.249  -0.617
8 H -2.727 0.497 1.060  0.301
9 H -3.470 -0.197 -0.386  0.313
10 H -2.330 1.163 -0.549  0.309
11 H -1.425 -1.094 -1.019  0.262
12 H 0.382 -1.176 0.713  0.279
13 H -0.307 0.357 1.229  0.310
14 H 3.439 0.598 0.746  0.245
15 H 3.296 -0.747 -0.401  0.241
16 H 2.198 -0.645 1.003  0.314


No. 12
Entry from the OMol25 dataset: one molecule with the formula C4H9NO2 (ωB97M-V with the def2-TZVPD basis set).

- HOMO energy: -0.383 Eh
- SMILES string: CCCOC(N)=O
- Energy above the lowest of the compared OMol25 structures with the same formula, charge and spin: 0.170 eV
- Largest force on an atom: 0.43 eV/A
- Frontier orbital gap: 11.35 eV
- LUMO energy: 0.94 eV

Last column: Mulliken charge in e.
Atoms and positions in Å:
1 C -2.639 0.039 -0.117  -1.176
2 C -1.228 0.590 -0.310  -0.179
3 C -0.205 -0.206 0.478  -0.531
4 O 1.087 0.363 0.240  -0.333
5 C 2.116 -0.505 0.129  0.645
6 N 3.279 0.180 -0.073  -0.411
7 O 2.030 -1.711 0.216  -0.597
8 H -2.939 0.073 0.937  0.311
9 H -3.369 0.618 -0.690  0.343
10 H -2.704 -1.004 -0.449  0.324
11 H -0.950 0.558 -1.370  0.269
12 H -1.183 1.642 -0.002  0.259
13 H -0.407 -0.156 1.555  0.247
14 H -0.190 -1.259 0.182  0.353
15 H 4.068 -0.368 -0.375  0.251
16 H 3.232 1.147 -0.352  0.226


No. 13
Entry from the OMol25 dataset: one molecule with the formula C4H9NO2 (ωB97M-V with the def2-TZVPD basis set).

- HOMO energy: -0.364 Eh
- SMILES string: C[C@@H](O)C/N=C/O
- Energy above the lowest of the compared OMol25 structures with the same formula, charge and spin: 1.395 eV
- Largest force on an atom: 0.58 eV/A
- Frontier orbital gap: 10.87 eV
- LUMO energy: 0.98 eV

Last column: Mulliken charge in e.
Atoms and positions in Å:
1 C -2.221 -0.727 -0.073  -1.345
2 C -0.857 -0.239 -0.513  0.434
3 O -0.945 1.161 -0.715  -0.548
4 C 0.203 -0.555 0.541  -0.677
5 N 1.491 -0.143 0.059  -0.542
6 C 2.092 0.887 0.472  0.188
7 O 3.284 1.159 -0.082  -0.496
8 H -2.208 -1.813 0.071  0.374
9 H -2.974 -0.481 -0.826  0.325
10 H -2.502 -0.251 0.872  0.352
11 H -0.565 -0.737 -1.452  0.204
12 H -0.096 1.446 -1.080  0.322
13 H -0.089 -0.088 1.493  0.345
14 H 0.246 -1.640 0.698  0.310
15 H 1.791 1.615 1.235  0.376
16 H 3.349 0.404 -0.699  0.377


No. 14
Entry from the OMol25 dataset: one molecule with the formula C4H9NO2 in a non-equilibrium geometry (ωB97M-V with the def2-TZVPD basis set).

- HOMO energy: -0.362 Eh
- SMILES string: [H]/N=C/[C@@](C)(O)OC
- Energy above the lowest of the compared OMol25 structures with the same formula, charge and spin: 2.720 eV
- Largest force on an atom: 3.90 eV/A
- Frontier orbital gap: 10.75 eV
- LUMO energy: 0.90 eV

Last column: Mulliken charge in e.
Atoms and positions in Å:
1 H -0.717 -2.981 1.744  0.259
2 N -0.205 -2.144 1.384  -0.572
3 C -0.810 -1.123 1.030  -0.128
4 C 0.024 0.006 0.293  0.902
5 C -0.286 1.387 0.775  -1.145
6 O 1.407 -0.284 0.425  -0.635
7 O -0.374 -0.177 -1.093  -0.382
8 C 0.454 0.490 -2.042  -0.726
9 H -1.922 -0.938 0.772  0.266
10 H 0.000 1.491 1.899  0.317
11 H 0.448 2.129 0.280  0.302
12 H -1.324 1.622 0.645  0.306
13 H 1.306 -1.326 0.640  0.388
14 H 0.636 1.487 -1.714  0.306
15 H -0.070 0.265 -2.956  0.256
16 H 1.435 0.096 -2.081  0.286


No. 15
Entry from the OMol25 dataset: C4H9NO2 as an isolated structure in a non-equilibrium geometry (ωB97M-V with the def2-TZVPD basis set).

- HOMO energy (alpha / beta): -0.282 / -0.280 Eh
- Energy above the lowest of the compared OMol25 structures with the same formula, charge and spin: 14.832 eV
- Largest force on an atom: 5.19 eV/A
- Frontier orbital gap (alpha / beta): 4.14 / 3.76 eV
- LUMO energy (alpha / beta): -3.55 / -3.85 eV

Last column: Mulliken charge in e.
Atoms and positions in Å:
1 C -1.489 0.049 1.547  -0.816
2 C -1.711 -0.648 0.264  -0.155
3 N -0.633 -0.466 -0.695  -0.272
4 C 0.679 -0.447 -0.211  0.530
5 O 1.055 -0.689 0.925  -0.532
6 O 1.546 -0.112 -1.184  -0.332
7 C 2.909 -0.023 -0.742  -0.610
8 H -0.717 2.078 0.827  -0.017
9 H -4.472 1.160 0.059  -0.133
10 H -1.839 0.906 2.087  0.539
11 H -1.565 -1.644 0.699  0.235
12 H -2.627 -0.807 -0.346  0.413
13 H -0.912 0.638 -1.291  0.359
14 H 3.479 0.264 -1.626  0.223
15 H 3.045 0.728 0.044  0.296
16 H 3.252 -0.987 -0.356  0.273


No. 16
Entry from the OMol25 dataset: one molecule with the formula C4H9NO2 (ωB97M-V with the def2-TZVPD basis set).

- HOMO energy: -0.352 Eh
- SMILES string: NC(=O)CCCO
- Energy above the lowest of the compared OMol25 structures with the same formula, charge and spin: 0.590 eV
- Largest force on an atom: 0.31 eV/A
- Frontier orbital gap: 10.23 eV
- LUMO energy: 0.66 eV

Last column: Mulliken charge in e.
Atoms and positions in Å:
1 N 1.430 0.475 1.293  -0.330
2 C 1.280 -0.835 0.949  0.422
3 O 1.847 -1.742 1.534  -0.636
4 C 0.369 -1.092 -0.251  -0.534
5 C -1.046 -0.487 -0.122  -0.560
6 C -1.278 0.801 -0.903  -0.528
7 O -0.344 1.839 -0.594  -0.594
8 H 1.933 0.665 2.147  0.205
9 H 0.842 1.192 0.881  0.264
10 H 0.861 -0.712 -1.153  0.316
11 H 0.327 -2.179 -0.351  0.261
12 H -1.786 -1.213 -0.481  0.337
13 H -1.288 -0.321 0.934  0.370
14 H -1.248 0.594 -1.979  0.350
15 H -2.279 1.189 -0.676  0.327
16 H 0.379 1.826 -1.229  0.330